{
  "formula": "C19H16BiN9S",
  "method": "ωB97M-V/def2-TZVPD",
  "species": ["Bi", "S", "C", "N", "N", "C", "C", "C", "C", "C", "C", "N", "N", "C", "C", "C", "C", "C", "C", "H", "H", "H", "H", "H", "H", "H", "H", "H", "H", "H", "N", "C", "N", "C", "N", "C", "C", "N", "C", "C", "N", "H", "H", "H", "H", "H"],
  "positions_angstrom": [[-0.011, 0.320, -0.156], [-1.410, 1.391, 1.530], [-0.045, 2.366, 2.357], [-0.307, 3.211, 3.314], [-1.472, 3.497, 3.737], [-1.711, 4.411, 4.736], [-0.661, 5.072, 5.395], [-0.960, 6.011, 6.359], [-2.286, 6.296, 6.677], [-3.324, 5.624, 6.040], [-3.047, 4.680, 5.076], [1.174, 2.207, 1.978], [1.566, 1.461, 1.027], [2.922, 1.378, 0.744], [3.362, 0.547, -0.287], [4.709, 0.436, -0.565], [5.630, 1.166, 0.176], [5.195, 2.010, 1.190], [3.853, 2.118, 1.486], [-2.303, 3.052, 3.316], [0.358, 4.835, 5.135], [-0.164, 6.533, 6.867], [-2.508, 7.046, 7.421], [-4.347, 5.849, 6.296], [-3.846, 4.152, 4.576], [2.638, -0.002, -0.873], [5.046, -0.208, -1.364], [6.681, 1.081, -0.044], [5.908, 2.593, 1.751], [3.497, 2.763, 2.273], [2.630, -3.403, -2.067], [1.926, -2.330, -2.465], [1.317, -1.800, -1.427], [1.670, -2.612, -0.394], [2.475, -3.589, -0.771], [1.178, -2.492, 0.954], [1.478, -3.509, 1.883], [0.946, -3.533, 3.076], [0.128, -2.552, 3.417], [-0.121, -1.488, 2.559], [0.399, -1.474, 1.334], [3.205, -4.042, -2.605], [1.862, -1.964, -3.469], [2.152, -4.307, 1.607], [-0.330, -2.618, 4.392], [-0.742, -0.651, 2.851]],
  "lumo_ev": [-7.676, -7.682],
  "gap_ev": [5.8, 5.8],
  "multiplicity": 1,
  "total_charge": 2,
  "homo_energy_ev": [-13.43, -13.44],
  "e_above_lowest_ev": 0.158,
  "largest_force_ev_per_a": 2.99
}